DFT (ωB97M-V/def2-TZVPD) results for the molecule C5H11NO at a distorted geometry.

```
18
Properties=species:S:1:pos:R:3:forces:R:3:nbo_charge:R:1
C 2.770 -0.092 0.399 -1.3 0.3 1.8 -0.5348
C 1.398 -0.224 0.423 2.6 -0.3 1.2 0.2198
N 0.936 -0.355 1.767 -2.7 -0.5 -0.8 -0.8327
C 0.460 -0.150 -0.793 0.8 -0.1 0.8 -0.4637
C -0.783 0.742 -0.504 2.7 4.7 -0.6 -0.4289
C -2.119 0.335 -0.958 -1.5 0.5 -2.3 -0.0776
O -2.587 -0.636 -0.083 -1.9 -1.0 1.5 -0.7377
H 3.397 -0.582 -0.299 0.5 0.6 -1.3 0.2039
H 3.243 0.225 1.397 -0.6 -1.0 -1.5 0.1903
H 0.067 -0.906 1.700 0.0 0.8 0.3 0.3629
H 1.497 -0.948 2.362 0.6 0.3 -0.4 0.3780
H 1.237 0.084 -1.568 -1.6 0.2 0.0 0.2380
H -0.064 -1.058 -1.007 0.4 -1.3 -0.2 0.2180
H -0.742 0.880 0.572 -0.6 0.1 0.2 0.2249
H -0.608 1.847 -0.882 0.0 -2.0 0.5 0.2074
H -2.084 -0.041 -2.022 0.2 -0.5 1.1 0.1746
H -2.890 1.153 -1.180 1.2 -0.5 1.1 0.1777
H -3.128 -0.272 0.676 1.1 -0.3 -1.6 0.4799
```
Positions in Å, forces in eV/Å.

Output
Relative energy (zero: lowest compared OMol25 entry of this formula, charge and spin): 76.0 kcal/mol
Structure (SMILES): C=C(N)CCCO
Orbital gap: 8.65 eV
LUMO energy: 0.8 eV
DFT total energy: -8898.4000 eV



DFT (ωB97M-V/def2-TZVPD) results for the molecule C2H3NO2 at a distorted geometry.

```
8
Properties=species:S:1:pos:R:3:forces:R:3:nbo_charge:R:1
C 1.612 -0.236 0.096 -1.4 -1.6 -0.6 -0.1147
N 0.430 -0.709 -0.455 5.0 4.6 2.9 -0.0973
O -0.373 0.504 -0.369 -1.8 -0.6 0.4 -0.4371
C -1.707 0.240 -0.061 0.9 0.8 -0.8 0.6385
O -2.159 -0.851 0.049 -0.3 0.3 0.3 -0.5333
H 2.407 -1.025 -0.008 -0.8 0.9 0.3 0.1890
H 2.035 0.829 0.756 -2.2 -3.2 -2.5 0.2247
H -2.245 1.248 -0.006 0.6 -1.2 0.0 0.1302
```
Positions in Å, forces in eV/Å.

Output
Relative energy (zero: lowest compared OMol25 entry of this formula, charge and spin): 88.5 kcal/mol
Structure (SMILES): C=NOC=O
Orbital gap: 10.86 eV
LUMO energy: 0.2 eV
DFT total energy: -7704.0053 eV



DFT (ωB97M-V/def2-TZVPD) results for the ion C4H13N3 with charge +2 at a distorted geometry.

```
20
Properties=species:S:1:pos:R:3:forces:R:3:nbo_charge:R:1
N -0.704 0.048 3.065 0.1 -0.2 -0.4 -0.8410
C -0.797 -0.457 1.771 -1.1 1.1 0.2 0.0761
C -0.471 0.274 0.696 1.0 -0.9 -0.2 0.0166
N -0.049 1.667 0.960 -0.6 0.2 -0.1 -0.6933
C -0.459 -0.296 -0.715 -0.7 -0.1 0.4 -0.4722
C 0.732 0.066 -1.605 -0.5 -1.2 -0.8 -0.2150
N 0.981 -1.094 -2.601 -1.0 0.4 0.3 -0.6692
H -1.328 -0.415 3.709 0.1 0.0 0.2 0.4279
H 0.237 0.092 3.434 0.0 0.0 0.2 0.4109
H -1.471 -1.291 1.619 0.5 -0.6 -0.1 0.2336
H 0.016 1.767 1.979 0.2 0.0 0.2 0.4744
H 0.803 2.001 0.508 0.1 0.0 0.2 0.4428
H -0.815 2.308 0.719 0.1 0.1 -0.3 0.4546
H -0.445 -1.377 -0.592 0.0 -0.1 0.3 0.2437
H -1.440 -0.123 -1.175 0.3 0.4 -0.4 0.2600
H 1.665 0.042 -1.055 0.1 0.8 0.1 0.2349
H 0.495 0.917 -2.234 0.7 0.4 0.2 0.2506
H 0.962 -1.957 -2.053 0.5 -0.2 -0.3 0.4467
H 1.847 -0.980 -3.128 0.3 -0.1 0.2 0.4644
H 0.242 -1.193 -3.302 -0.1 0.1 0.0 0.4536
```
Positions in Å, forces in eV/Å.

Output
Relative energy (zero: lowest compared OMol25 entry of this formula, charge and spin): 38.6 kcal/mol
Net charge: +2
Structure (SMILES): N/C=C(\[NH3+])CC[NH3+]
Orbital gap: 10.02 eV
LUMO energy: -6.8 eV
DFT total energy: -8811.9035 eV



Values for highest occupied orbital energy, eV, ordered as above
-7.85; -10.63; -16.84